[1]
The following is a quantum chemistry calculation of C36H42N7O2Ta as an isolated structure in a non-equilibrium geometry, from OMol25.

Values from the calculation:
HOMO level = -0.5499 hartree
E = -1987.372769 hartree
LUMO level = -7.929 eV

The geometry in ORCA input format:
```
! wB97M-V def2-TZVPD RIJCOSX def2/J DEFGRID3
* xyz 2 1
Ta -0.522 -0.624 -0.252
C -1.334 -0.011 1.903
C -0.158 0.780 1.893
C -0.321 1.730 0.806
C -1.585 1.448 0.213
C -2.262 0.429 0.918
C -3.756 0.144 0.871
C -4.139 -1.051 1.746
C -4.272 -0.073 -0.552
C -4.404 1.413 1.459
C 0.343 3.076 0.474
C 1.851 3.146 0.715
C 0.058 3.507 -0.974
C -0.378 4.118 1.360
C 0.821 0.730 3.079
C 2.303 0.513 2.736
C 0.426 -0.359 4.090
C 0.652 2.060 3.847
H -1.534 -0.828 2.575
H -2.003 2.000 -0.614
H -3.731 -1.985 1.367
H -5.225 -1.141 1.760
H -3.819 -0.912 2.780
H -3.894 -1.009 -0.969
H -4.007 0.749 -1.220
H -5.359 -0.140 -0.531
H -4.056 1.594 2.478
H -5.485 1.280 1.488
H -4.184 2.293 0.854
H 2.383 2.343 0.208
H 2.110 3.119 1.770
H 2.232 4.087 0.318
H 0.403 2.792 -1.713
H 0.582 4.445 -1.155
H -0.999 3.709 -1.147
H -0.266 3.935 2.425
H -1.443 4.144 1.128
H 0.037 5.102 1.140
H 2.530 -0.547 2.624
H 2.910 0.871 3.568
H 2.627 1.043 1.843
H 0.442 -1.365 3.675
H -0.556 -0.170 4.523
H 1.149 -0.340 4.905
H 1.115 2.901 3.343
H 1.139 1.955 4.817
H -0.401 2.282 4.025
O -2.500 -4.168 -0.253
C -1.649 -3.352 -0.430
O -1.567 -2.198 0.264
C -0.586 -3.491 -1.476
C -0.503 -4.628 -2.251
C 0.462 -4.676 -3.245
C 1.294 -3.578 -3.413
C 1.141 -2.473 -2.596
N 0.215 -2.421 -1.629
H -1.202 -5.433 -2.071
H 0.556 -5.545 -3.882
H 2.055 -3.563 -4.181
H 1.768 -1.604 -2.748
C 2.837 2.380 -4.254
C 1.627 1.705 -4.288
C 1.217 0.956 -3.198
C 2.035 0.857 -2.076
C 3.264 1.519 -2.049
C 3.650 2.288 -3.127
N 1.639 0.008 -0.983
N 2.620 -0.554 -0.444
C 2.369 -1.524 0.515
C 3.434 -2.315 0.891
C 3.196 -3.356 1.776
C 1.899 -3.563 2.221
C 0.883 -2.745 1.756
N 1.108 -1.733 0.911
H 3.148 2.977 -5.100
H 0.995 1.764 -5.163
H 0.268 0.447 -3.227
H 3.900 1.446 -1.178
H 4.591 2.820 -3.094
H 4.413 -2.096 0.490
H 4.001 -4.000 2.104
H 1.662 -4.360 2.910
H -0.144 -2.914 2.048
N -1.422 -0.304 -1.993
C -1.884 -0.590 -3.067
N -2.385 -0.811 -4.146
C -2.263 -1.766 -5.061
N -2.160 -2.592 -5.853
*
```

[2]
The following is a quantum chemistry calculation of one molecule with the formula C3H5NO2 in a non-equilibrium geometry, from OMol25.

Values from the calculation:
HOMO level = -0.3549 hartree
E = -322.451021 hartree
Relative energy (zero: lowest compared OMol25 entry of this formula, charge and spin) = 323.8 kJ/mol
Structure (SMILES) = CC(=O)/C=N\O
LUMO level = 0.466 eV

The geometry in ORCA input format:
```
! wB97M-V def2-TZVPD RIJCOSX def2/J DEFGRID3
* xyz 0 1
C 0.975 0.609 -0.766
C 0.574 -0.808 -0.127
O 1.082 -1.868 -0.386
C -0.136 -0.378 1.100
N -1.396 -0.051 1.151
O -1.928 0.012 -0.159
H 2.062 0.682 -0.686
H 0.528 1.509 -0.344
H 0.659 0.558 -1.810
H 0.452 -0.458 2.023
H -2.871 0.193 0.005
*
```

[3]
The following is a quantum chemistry calculation of a 7-piece molecular cluster, C48H38NO14 overall in a non-equilibrium geometry, from OMol25.

Values from the calculation:
HOMO level = -0.4298 hartree
E = -2959.463559 hartree
LUMO level = -4.720 eV

The geometry in ORCA input format:
```
! wB97M-V def2-TZVPD RIJCOSX def2/J DEFGRID3
* xyz 1 1
C 1.835 -0.375 3.475
C 1.654 -1.154 2.578
N 1.011 -2.112 1.781
C 0.400 -1.710 0.640
C -0.287 -2.620 -0.168
C -0.322 -3.984 0.234
C -1.098 -5.010 -0.600
O -0.881 -5.003 -1.782
O -1.945 -5.924 -0.072
C -2.888 -5.364 0.873
C -3.380 -6.579 1.761
C -4.117 -4.689 0.216
C -3.855 -3.196 -0.195
C 0.347 -4.354 1.432
C 1.016 -3.404 2.194
H 2.126 0.404 4.173
H 0.453 -0.633 0.365
H -0.788 -2.227 -1.063
H -2.448 -4.640 1.591
H -2.923 -7.505 1.350
H -2.942 -6.458 2.771
H -4.476 -6.676 1.771
H -4.951 -4.651 0.950
H -4.490 -5.207 -0.690
H -3.014 -3.187 -0.918
H -4.732 -2.730 -0.686
H -3.623 -2.558 0.687
H 0.338 -5.387 1.802
H 1.540 -3.639 3.130
C 4.064 -2.585 -3.487
C 4.197 -3.203 -2.316
C 3.107 -4.038 -1.761
O 3.224 -4.601 -0.688
C 1.865 -4.163 -2.557
C 1.730 -3.545 -3.728
C 2.819 -2.708 -4.286
O 2.699 -2.146 -5.352
H 4.848 -1.969 -3.909
H 5.098 -3.124 -1.719
H 1.083 -4.778 -2.135
H 0.828 -3.625 -4.323
C 0.692 3.150 -2.078
C 0.339 4.431 -2.018
C -0.529 4.938 -0.928
O -0.855 6.102 -0.870
C -0.986 3.961 0.094
C -0.629 2.681 0.030
C 0.238 2.179 -1.061
O 0.567 1.005 -1.118
H 1.325 2.763 -2.867
H 0.662 5.151 -2.750
H -1.618 4.348 0.883
H -0.953 1.954 0.765
C 3.903 6.546 -6.630
C 3.778 5.752 -5.570
C 2.481 5.603 -4.871
O 2.370 4.877 -3.898
C 1.327 6.369 -5.395
C 1.450 7.163 -6.455
C 2.748 7.313 -7.157
O 2.861 8.034 -8.124
H 4.842 6.668 -7.154
H 4.610 5.184 -5.172
H 0.390 6.248 -4.872
H 0.618 7.730 -6.850
C -0.585 -2.966 7.456
C -1.034 -3.303 6.249
C -0.653 -4.587 5.620
O -1.062 -4.893 4.513
C 0.245 -5.486 6.382
C 0.696 -5.151 7.589
C 0.315 -3.864 8.221
O 0.722 -3.558 9.319
H -0.852 -2.030 7.931
H -1.691 -2.661 5.677
H 0.511 -6.421 5.904
H 1.353 -5.794 8.160
C -2.180 4.696 -8.753
C -1.616 5.641 -8.004
C -1.953 5.787 -6.569
O -1.440 6.651 -5.884
C -2.939 4.841 -5.998
C -3.504 3.896 -6.745
C -3.167 3.748 -8.182
O -3.679 2.887 -8.862
H -1.947 4.574 -9.803
H -0.893 6.340 -8.405
H -3.172 4.964 -4.947
H -4.227 3.197 -6.345
C 0.248 1.938 6.931
C 1.117 2.931 7.105
C 1.787 3.146 8.412
O 2.576 4.049 8.571
C 1.452 2.211 9.513
C 0.582 1.218 9.337
C -0.086 1.005 8.033
O -0.878 0.098 7.870
H -0.253 1.766 5.986
H 1.373 3.623 6.312
H 1.950 2.382 10.458
H 0.325 0.527 10.129
*
```

[4]
The following is a quantum chemistry calculation of a 11-piece molecular cluster, C25H74NO21 overall in a non-equilibrium geometry, from OMol25.

Values from the calculation:
HOMO level = -0.4279 hartree
E = -2630.607481 hartree
Relative energy (zero: lowest compared OMol25 entry of this formula, charge and spin) = 548.3 kJ/mol
LUMO level = -1.788 eV

The geometry in ORCA input format:
```
! wB97M-V def2-TZVPD RIJCOSX def2/J DEFGRID3
* xyz 1 1
C 2.501 -30.933 44.220
N 3.201 -29.644 43.853
C 2.943 -29.195 42.477
C 2.733 -28.566 44.706
C 4.723 -29.693 44.073
C 5.438 -30.819 43.184
O 6.809 -30.733 43.349
H 2.824 -31.340 45.015
H 2.817 -31.817 43.593
H 1.426 -30.850 44.290
H 1.953 -29.086 42.608
H 2.982 -29.941 41.651
H 3.373 -28.197 42.006
H 3.243 -27.692 44.314
H 2.953 -28.681 45.767
H 1.604 -28.453 44.759
H 5.091 -29.895 45.098
H 4.956 -28.660 43.922
H 5.236 -30.717 42.091
H 5.287 -31.690 43.615
H 7.223 -30.216 42.816
C 8.276 -28.109 39.895
C 7.210 -29.156 40.008
O 6.208 -28.890 41.027
O 9.236 -28.549 39.030
H 8.690 -27.785 40.833
H 7.946 -27.099 39.610
H 7.417 -30.257 40.206
H 6.824 -29.125 39.095
H 6.349 -28.152 41.538
H 10.201 -28.380 39.228
C 4.302 -33.016 40.287
C 4.062 -32.195 39.047
O 5.017 -32.626 38.022
O 3.261 -32.465 41.221
H 5.120 -32.797 40.916
H 4.236 -34.176 40.110
H 4.222 -31.279 39.354
H 3.089 -32.362 38.774
H 5.770 -32.601 38.472
H 2.515 -32.680 40.904
C 0.431 -33.868 44.337
C -0.745 -32.938 44.270
O -1.548 -33.194 43.180
O 1.228 -33.521 45.272
H 1.146 -33.997 43.515
H 0.096 -34.856 44.200
H -0.383 -31.922 44.365
H -1.166 -33.091 45.246
H -1.850 -33.879 43.370
H 2.147 -33.722 45.075
C 4.847 -33.662 47.908
C 4.651 -33.105 46.367
O 4.377 -34.169 45.561
O 4.925 -32.705 48.791
H 5.764 -34.418 47.694
H 4.177 -34.646 48.014
H 5.409 -32.377 46.013
H 3.605 -32.510 46.517
H 5.246 -34.644 45.510
H 4.618 -33.065 49.598
C 9.046 -27.791 43.972
C 8.712 -26.419 44.559
O 7.666 -26.603 45.449
O 10.033 -27.618 42.887
H 8.232 -28.368 43.784
H 9.624 -28.426 44.640
H 8.453 -25.632 43.843
H 9.599 -26.086 45.188
H 7.881 -26.120 46.229
H 10.635 -27.115 43.302
C 5.374 -28.144 47.692
C 6.405 -29.221 48.043
O 7.326 -29.314 46.951
O 4.663 -27.654 48.834
H 4.881 -28.532 46.723
H 5.844 -27.168 47.357
H 5.900 -30.314 48.152
H 7.026 -28.929 49.071
H 7.370 -28.635 46.365
H 5.341 -27.408 49.395
C 10.610 -31.470 40.589
C 10.570 -31.139 42.171
O 10.351 -32.233 43.016
O 11.887 -31.958 40.182
H 10.467 -30.451 39.859
H 9.957 -32.235 40.476
H 9.615 -30.499 42.492
H 11.232 -30.441 42.431
H 10.395 -31.880 43.896
H 12.141 -32.591 40.696
C 4.661 -25.687 41.907
C 3.705 -26.100 40.692
O 2.395 -25.972 41.049
O 5.955 -26.243 41.489
H 4.471 -25.862 42.963
H 4.811 -24.664 41.995
H 3.982 -26.874 40.236
H 3.912 -25.344 39.877
H 1.844 -26.786 40.576
H 6.417 -25.623 40.619
C -0.966 -26.518 44.731
C -0.231 -26.555 43.404
O -0.576 -27.766 42.675
O -0.480 -25.509 45.468
H -0.804 -27.492 45.196
H -2.081 -26.469 44.668
H 0.668 -26.687 43.444
H -0.554 -25.694 42.878
H -1.313 -27.523 41.960
H -1.127 -25.303 46.262
C 1.495 -28.786 48.707
C 2.166 -30.153 49.114
O 3.038 -30.447 48.047
O 0.454 -28.485 49.682
H 0.976 -29.138 47.761
H 1.956 -27.819 48.757
H 1.415 -30.762 49.466
H 2.750 -29.999 49.990
H 3.594 -31.107 48.554
H 1.020 -27.666 50.173
*
```